1.
{
  "formula": "C32H29Cl2N2O5Pr",
  "method": "ωB97M-V/def2-TZVPD",
  "symbols": ["Pr", "Cl", "C", "C", "C", "C", "O", "C", "C", "N", "C", "C", "C", "C", "C", "C", "C", "C", "N", "C", "C", "H", "H", "H", "H", "H", "H", "H", "H", "H", "H", "C", "C", "C", "C", "C", "H", "H", "H", "H", "H", "C", "C", "O", "H", "H", "H", "H", "H", "H", "C", "C", "C", "C", "Cl", "C", "C", "C", "O", "C", "C", "O", "O", "H", "H", "H", "H", "H", "H", "H", "H"],
  "xyz": [[-1.01309, -0.18444, -0.98112], [-1.57209, -0.08053, -8.59658], [-1.71941, -0.47092, -6.94254], [-2.70184, -1.34537, -6.49353], [-2.88062, -1.54016, -5.13508], [-2.15993, -0.81844, -4.12704], [-2.44601, -0.87377, -2.83879], [-0.96354, -0.15026, -4.63454], [0.13688, 0.18104, -3.76449], [0.56771, -0.44977, -2.64719], [1.86748, -0.71278, -2.31331], [2.86479, -0.55962, -3.30306], [4.22939, -0.58515, -3.00974], [4.61830, -0.77181, -1.72977], [3.63936, -1.20095, -0.74666], [3.94001, -1.54151, 0.60144], [2.93735, -1.77746, 1.57574], [1.63204, -1.77750, 1.18514], [1.26447, -1.45773, -0.08988], [2.22598, -1.16205, -0.99867], [-0.95059, 0.22885, -6.02112], [-3.32751, -1.82356, -7.26230], [-3.66215, -2.24355, -4.71668], [0.74320, 1.02431, -4.15518], [2.53201, -0.41639, -4.31097], [4.99900, -0.46678, -3.77769], [5.61955, -0.61921, -1.35244], [4.95140, -1.48145, 0.94719], [3.21114, -2.08170, 2.58008], [0.78377, -2.06885, 1.81415], [-0.30900, 1.01983, -6.41197], [-2.97183, -2.21137, 1.98364], [-1.95380, -2.88933, 1.18286], [-2.29281, -2.71118, -0.15679], [-3.27443, -1.69686, -0.24994], [-3.82706, -1.56057, 1.08685], [-2.96664, -2.04136, 3.08480], [-1.02491, -3.39817, 1.58649], [-1.85298, -3.14445, -1.00595], [-3.78906, -1.41303, -1.16637], [-4.59551, -0.87394, 1.43800], [-0.62655, 3.47178, -2.46732], [-1.95306, 3.30018, -1.75035], [-2.35657, 1.88140, -1.47496], [-0.77248, 3.44551, -3.58367], [0.10049, 2.73034, -2.20232], [-0.23689, 4.43958, -2.11249], [-2.74616, 3.77755, -2.32277], [-1.98514, 3.73890, -0.74980], [-3.14316, 1.74271, -1.98009], [2.88366, 1.50569, 5.37606], [1.54575, 0.90826, 5.69755], [1.33209, 0.24266, 6.89105], [0.04911, -0.24083, 7.21668], [-0.22599, -1.18289, 8.60286], [-0.97120, -0.05415, 6.30699], [-0.72786, 0.38297, 4.98945], [0.53491, 0.90953, 4.65715], [0.98295, 1.33253, 3.47170], [0.15722, 2.08977, 2.56303], [-0.18588, 1.32820, 1.26822], [0.32517, 1.74722, 0.20592], [-0.98669, 0.32677, 1.38902], [2.82198, 2.63633, 5.41238], [3.19493, 1.15750, 4.38918], [3.62165, 1.21423, 6.09814], [2.15315, -0.01789, 7.53912], [-1.92823, -0.23668, 6.69615], [-1.38083, 0.22224, 4.13639], [0.76619, 3.00446, 2.46081], [-0.75162, 2.34409, 3.14890]],
  "forces_ev_per_angstrom": [[-1.93, -1.34, 2.37], [-0.02, 0.07, -0.81], [0.65, 1.59, 1.55], [-0.54, -0.76, 0.50], [-1.60, -0.65, 0.81], [1.16, -0.97, 0.91], [1.00, 0.39, -2.76], [-1.31, 0.73, 1.29], [1.40, 0.00, -0.06], [-2.17, -0.26, -2.22], [1.78, 0.97, -1.68], [-1.18, -0.34, 1.03], [0.69, 0.01, -0.23], [-0.71, -0.90, 1.82], [-0.54, 0.39, 1.08], [-1.09, 0.66, 0.63], [2.28, -0.42, -1.07], [-2.16, 0.18, -2.23], [0.48, 0.24, 0.79], [0.72, 0.28, -0.40], [0.22, -0.61, -0.24], [0.27, -0.02, 0.67], [0.86, 0.93, -0.80], [0.30, -0.73, -0.04], [-0.05, 0.12, -0.37], [-0.47, 0.26, 0.13], [0.22, -0.30, -0.33], [0.56, -0.24, -0.01], [0.00, 0.25, -0.08], [0.43, 0.34, -0.02], [0.25, -0.38, 0.32], [1.03, -0.08, -0.49], [0.09, -0.25, 1.76], [0.84, 1.59, 0.43], [-2.11, -0.31, 0.74], [1.37, 0.87, 0.01], [-0.03, -0.47, -1.03], [-1.51, 0.32, -0.57], [0.78, -0.72, -0.99], [-0.08, -0.32, 0.29], [0.01, -0.14, -0.38], [-0.71, 0.44, -0.67], [-0.45, -0.79, 0.91], [1.15, 1.40, -0.47], [0.24, 0.21, 1.09], [0.35, -0.45, 0.36], [0.04, -0.25, -0.57], [-0.13, -0.16, -0.03], [0.41, 0.11, -0.23], [-0.86, -0.55, -0.44], [-0.38, 0.94, -0.20], [-0.49, -0.18, -0.94], [-0.82, -0.51, -0.08], [0.92, 0.99, -1.73], [-0.10, -0.22, 0.94], [0.80, 0.26, -0.47], [1.23, 0.54, -0.62], [0.14, -0.97, 3.13], [0.00, -0.17, -1.32], [-0.03, 0.37, 1.73], [-0.46, -0.32, 1.58], [-0.44, -0.54, -0.71], [1.25, 1.39, -0.54], [0.11, -1.20, -0.34], [0.15, 0.39, 0.03], [0.37, -0.19, 0.43], [0.21, 0.37, 0.20], [-1.41, -0.71, -0.21], [-0.63, 0.22, 0.43], [-0.54, -0.33, -0.82], [0.16, -0.07, -0.76]],
  "e_above_lowest_kj_mol": 0.0,
  "spin_multiplicity": 3,
  "s_squared": 2.002,
  "homo_energy_ev": [-6.51, -6.51],
  "lumo_ev": [-1.78, -1.78],
  "charge": 0,
  "total_energy_ha": -3159.90930,
  "homo_lumo_gap_ev": [4.728, 4.725]
}


2.
{
  "formula": "C4H14N4",
  "method": "ωB97M-V/def2-TZVPD",
  "symbols": ["C", "C", "C", "N", "H", "H", "H", "H", "H", "H", "H", "H", "H", "C", "N", "N", "N", "H", "H", "H", "H", "H"],
  "xyz": [[-1.68566, 0.18785, -1.41827], [-2.08164, 1.44173, 0.63558], [-0.24788, -1.21472, 1.15386], [-1.18755, 0.59920, -0.12316], [-0.95760, -0.49087, -1.85872], [-1.86115, 1.04247, -2.08827], [-2.63771, -0.33893, -1.30055], [-2.39345, 2.33707, 0.07659], [-2.98305, 0.87872, 0.90460], [-1.58190, 1.77298, 1.54600], [0.03289, -0.37308, 1.77312], [0.09811, -2.13526, 1.61917], [-1.30801, -1.40760, 0.99990], [1.94060, -0.26513, -0.14422], [1.59965, 0.95997, 0.08878], [3.22175, -0.62895, -0.58343], [1.03170, -1.26238, -0.06280], [2.34636, 1.62644, -0.06869], [-0.22753, 0.98407, -0.16816], [3.94618, 0.05423, -0.42836], [3.51532, -1.57516, -0.40566], [1.42059, -2.19267, -0.14729]],
  "forces_ev_per_angstrom": [[0.09, 0.41, 0.42], [0.19, -0.06, -0.45], [3.57, -1.95, -0.60], [-0.05, 0.95, -0.64], [-0.03, -0.02, -0.18], [-0.04, -0.11, -0.20], [-0.01, -0.06, -0.03], [-0.15, 0.07, 0.10], [-0.02, 0.07, 0.06], [-0.04, -0.01, 0.08], [-0.34, 0.07, -0.14], [0.24, -0.12, 0.57], [0.45, 0.64, -1.02], [0.36, 1.24, 0.07], [0.16, -0.19, 0.07], [-0.40, -0.19, -0.03], [-3.01, -0.53, 1.68], [0.13, -0.18, 0.05], [-0.72, -0.14, -0.02], [-0.15, -0.04, 0.01], [0.03, 0.01, 0.04], [-0.26, 0.13, 0.17]],
  "smiles": "[H]/N=C(\\N)NC.CNC",
  "e_above_lowest_kj_mol": 227.1,
  "homo_energy_ev": -7.54,
  "lumo_ev": 0.83,
  "charge": 0,
  "total_energy_ha": -379.74732,
  "homo_lumo_gap_ev": 8.371
}


3.
{
  "formula": "C2H2F4O",
  "method": "ωB97M-V/def2-TZVPD",
  "symbols": ["C", "C", "O", "F", "F", "F", "F", "H", "H"],
  "xyz": [[-1.22311, 0.00067, -0.31838], [1.19571, 0.10813, 0.29028], [-0.07550, 0.68968, -0.00510], [-0.98293, -1.08603, -1.04786], [1.69846, 0.79031, 1.33290], [1.99690, 0.34872, -0.78257], [-1.77777, -0.44800, 0.89423], [-1.90709, 0.63240, -0.83797], [1.07533, -1.03587, 0.47446]],
  "forces_ev_per_angstrom": [[1.09, -0.73, 2.38], [-1.61, -1.20, -0.58], [0.69, 0.38, -0.20], [0.17, -0.55, -0.29], [-0.28, -0.61, -0.48], [-0.37, -0.33, 0.74], [0.22, 0.35, -1.37], [-0.48, 0.60, -0.07], [0.59, 2.09, -0.13]],
  "smiles": "FC(F)OC(F)F",
  "e_above_lowest_kj_mol": 0.0,
  "homo_energy_ev": -12.72,
  "lumo_ev": 0.95,
  "charge": 0,
  "total_energy_ha": -552.11537,
  "homo_lumo_gap_ev": 13.668
}


4.
{
  "formula": "C15H12F5NO10STeTi",
  "method": "ωB97M-V/def2-TZVPD",
  "symbols": ["Ti", "O", "S", "O", "O", "O", "O", "C", "C", "C", "C", "C", "C", "C", "O", "N", "O", "O", "H", "H", "H", "H", "C", "C", "O", "C", "C", "C", "C", "C", "C", "H", "H", "H", "H", "H", "H", "H", "H", "F", "Te", "F", "F", "F", "F", "O"],
  "xyz": [[-1.09707, -0.39580, 0.36854], [-0.40163, 1.23772, 3.48373], [0.19481, 0.17329, 2.70506], [1.46275, -0.30556, 3.20574], [-0.77384, -0.94975, 2.43321], [0.34866, 0.65515, 1.22643], [-2.14727, -1.75468, -1.00859], [-1.88306, -2.84886, -1.49408], [-0.68221, -3.60210, -1.28391], [-0.53888, -4.83519, -1.91278], [0.60776, -5.56992, -1.72901], [1.65090, -5.08512, -0.90398], [1.53247, -3.88402, -0.28251], [0.35459, -3.07431, -0.44102], [0.26295, -1.97018, 0.14695], [0.74757, -6.84597, -2.38108], [-0.17011, -7.25395, -3.08233], [1.77763, -7.48283, -2.19842], [-2.63239, -3.30848, -2.16202], [-1.32640, -5.21849, -2.54892], [2.53720, -5.69122, -0.78290], [2.31205, -3.48974, 0.35496], [2.16602, 0.99677, -2.07260], [0.98726, 0.31433, -2.70289], [0.74260, -0.85053, -2.46471], [0.08791, 1.10591, -3.59924], [-1.23113, 0.69113, -3.74793], [-2.09803, 1.40297, -4.55660], [-1.65153, 2.53098, -5.23211], [-0.33910, 2.95268, -5.08472], [0.52484, 2.24794, -4.25943], [2.67883, 0.28442, -1.43081], [1.80077, 1.83894, -1.48182], [2.85285, 1.38010, -2.83147], [-1.57208, -0.16407, -3.17978], [-3.13389, 1.09736, -4.63495], [-2.33588, 3.09763, -5.85244], [0.00608, 3.84583, -5.59092], [1.53628, 2.60269, -4.11720], [-1.82449, 3.12303, -1.95378], [-1.38497, 2.94728, -0.12932], [-2.76305, -0.22057, 1.03017], [-3.33694, 2.90083, 0.01369], [-1.53448, 4.90131, -0.14243], [0.42348, 3.27812, -0.87624], [-1.23253, 0.92991, -0.73570]],
  "forces_ev_per_angstrom": [[-0.05, -0.12, 1.02], [0.07, -0.12, -0.06], [0.18, 0.02, 0.02], [0.04, -0.02, -0.04], [-0.12, 0.00, -0.12], [-0.22, 0.08, 0.10], [-0.04, 0.00, -0.06], [0.09, 0.01, -0.05], [-0.01, -0.01, 0.02], [-0.01, 0.05, 0.01], [0.04, -0.01, -0.02], [-0.01, -0.02, -0.02], [-0.01, 0.02, 0.01], [-0.01, 0.01, -0.08], [-0.12, 0.27, -0.10], [-0.04, -0.03, 0.08], [0.01, 0.01, -0.03], [0.02, 0.01, -0.03], [0.02, -0.01, 0.00], [0.00, 0.00, 0.00], [0.00, 0.00, 0.00], [0.00, 0.00, 0.00], [0.04, -0.02, -0.01], [0.01, 0.03, 0.14], [-0.09, -0.19, -0.19], [0.02, 0.02, -0.03], [-0.03, -0.07, -0.04], [0.00, -0.02, -0.03], [0.01, -0.01, -0.01], [0.00, -0.01, -0.01], [-0.03, 0.01, 0.02], [0.00, 0.00, 0.00], [0.00, 0.04, 0.01], [-0.01, 0.00, 0.00], [0.02, 0.03, -0.03], [0.00, 0.01, 0.00], [0.00, 0.00, 0.00], [0.00, 0.01, 0.01], [0.02, 0.01, 0.01], [-0.01, 0.03, 0.04], [0.17, 0.22, -0.21], [0.03, -0.11, -0.16], [-0.03, -0.08, -0.02], [-0.07, 0.03, 0.01], [0.01, -0.06, 0.01], [0.12, -0.04, -0.20]],
  "e_above_lowest_kj_mol": 42.1,
  "homo_energy_ev": -3.68,
  "lumo_ev": 3.71,
  "charge": -2,
  "total_energy_ha": -3401.28689,
  "homo_lumo_gap_ev": 7.388
}


5.
{
  "formula": "B5CdF20",
  "method": "ωB97M-V/def2-TZVPD",
  "symbols": ["Cd", "B", "F", "F", "F", "F", "B", "F", "F", "F", "F", "B", "F", "F", "F", "F", "B", "F", "F", "F", "F", "B", "F", "F", "F", "F"],
  "xyz": [[0.03049, 0.23738, -0.22721], [-1.60134, 0.15486, -2.46682], [-1.49268, -0.46518, -3.72096], [-2.80587, 0.82846, -2.36603], [-1.44081, -0.88456, -1.48777], [-0.51251, 1.04961, -2.23431], [-1.14601, 2.75368, 0.53992], [-1.45585, 3.65860, -0.48938], [-1.88380, 1.55934, 0.39669], [0.21870, 2.32763, 0.43745], [-1.33184, 3.41092, 1.75669], [2.80363, 0.76543, 0.24845], [2.04371, 0.09682, 1.24141], [1.96384, 0.81993, -0.90542], [3.19592, 2.03271, 0.68611], [3.94861, -0.00758, -0.03603], [-1.30232, -0.67835, 2.99700], [-0.54665, -0.44398, 1.78664], [-2.66193, -0.79150, 2.66684], [-0.87350, -1.88027, 3.57685], [-1.09968, 0.38891, 3.87063], [1.19575, -2.98957, -1.25693], [2.59356, -3.11676, -1.29115], [0.80052, -1.85388, -0.47031], [0.71426, -2.82321, -2.56934], [0.64580, -4.14943, -0.68303]],
  "forces_ev_per_angstrom": [[-0.41, -1.09, 1.13], [-0.32, -0.77, -0.97], [0.02, 0.44, 0.05], [0.06, -0.14, 0.12], [-0.73, 0.42, -0.10], [-0.22, 0.21, -0.59], [-0.13, 0.82, 0.02], [0.10, -0.23, 0.01], [-0.28, 0.28, 0.13], [0.07, 0.81, 0.15], [-0.13, -0.35, -0.01], [1.09, -0.75, 0.87], [0.11, 0.44, -0.24], [1.16, 0.54, -0.60], [-0.18, -0.07, -0.31], [-0.23, 0.38, -0.14], [-0.30, -0.07, -0.12], [-0.27, -0.30, 0.61], [0.03, 0.04, 0.00], [0.14, 0.01, 0.04], [0.06, 0.01, 0.08], [-0.04, -0.27, -0.48], [-0.08, 0.15, 0.14], [0.45, -0.53, -0.05], [0.08, -0.03, 0.23], [-0.05, 0.04, 0.03]],
  "e_above_lowest_kj_mol": 0.0,
  "homo_energy_ev": -3.56,
  "lumo_ev": 7.68,
  "charge": -3,
  "total_energy_ha": -2290.59457,
  "homo_lumo_gap_ev": 11.231
}